## A
{
  "formula": "C4H5O4",
  "method": "ωB97M-V/def2-TZVPD",
  "charge": -1,
  "orbital_gap_ev": 8.52,
  "smiles": "C[C@@](O)(C=O)C(=O)[O-]",
  "e_lumo_ev": 3.97,
  "symbols": ["C", "C", "O", "C", "O", "C", "O", "O", "H", "H", "H", "H", "H"],
  "xyz": [[1.348, -0.393, -0.030], [-0.036, 0.166, 0.350], [-0.234, 0.399, 1.754], [-0.188, 1.383, -0.573], [-0.820, 2.377, -0.315], [-1.213, -0.913, -0.148], [-2.197, -0.839, 0.564], [-0.853, -1.726, -1.043], [2.091, 0.360, -0.056], [1.265, -0.472, -1.112], [1.718, -1.353, 0.237], [-1.148, -0.124, 1.998], [0.267, 1.135, -1.624]],
  "mulliken_charge": [-1.52, 1.12, -0.69, -0.16, -0.52, 0.49, -0.73, -0.71, 0.43, 0.38, 0.35, 0.39, 0.18]
}

## B
{
  "formula": "C4H5O4",
  "method": "ωB97M-V/def2-TZVPD",
  "charge": -1,
  "orbital_gap_ev": 7.40,
  "smiles": "O=C([O-])CCC(=O)O",
  "e_lumo_ev": 3.24,
  "symbols": ["O", "C", "O", "C", "C", "C", "O", "O", "H", "H", "H", "H", "H"],
  "xyz": [[-1.445, -1.106, 2.540], [-0.512, -1.262, 1.735], [0.537, -1.932, 1.823], [-0.698, -0.501, 0.360], [0.689, -0.101, -0.201], [0.546, 1.212, -0.896], [0.503, 2.324, -0.432], [0.264, 1.058, -2.234], [-1.279, 0.399, 0.553], [-1.208, -1.171, -0.323], [1.045, -0.814, -0.943], [1.454, -0.070, 0.560], [0.103, 1.962, -2.544]],
  "mulliken_charge": [-0.74, 0.49, -0.72, -0.61, -0.33, 0.55, -0.59, -0.47, 0.31, 0.21, 0.23, 0.36, 0.31]
}

Which one is most stable, and which one is least stable? B is the most stable of them, while A is the least stable.